A 6-piece molecular cluster, C20H56N4O8 overall, computed with ωB97M-V with the def2-TZVPD basis set.

The calculation puts the calculated total energy at -1616.33126 a.u. Its HOMO-LUMO gap is 9.72 eV. Its SMILES is COC[C@H](C)N.COC[C@H](C)N.COC[C@H](C)N.COC[C@H](C)N.OCCO.OCCO. The HOMO energy is -0.341 Ha. The calculation puts the energy above the lowest of the compared OMol25 structures with the same formula, charge and spin at 179.28 kcal per mole.

The geometry in ORCA input format:
```
! wB97M-V def2-TZVPD RIJCOSX def2/J DEFGRID3
* xyz 0 1
C 4.13 4.85 -0.06
C 3.89 4.59 -1.54
C 2.41 4.73 -2.10
O 2.30 4.56 -3.55
C 1.66 5.67 -4.19
N 4.76 5.37 -2.35
H 3.71 4.03 0.53
H 3.66 5.80 0.17
H 5.20 4.97 0.12
H 4.14 3.56 -1.75
H 2.02 5.69 -1.78
H 1.66 4.00 -1.80
H 1.37 5.35 -5.19
H 2.18 6.62 -4.30
H 0.78 6.01 -3.64
H 5.65 4.91 -2.19
H 4.46 5.14 -3.28
C -5.38 0.61 1.95
C -3.85 0.50 1.94
C -3.24 -0.53 2.88
O -3.55 -0.08 4.29
C -3.39 -1.19 5.18
N -3.50 0.06 0.58
H -5.71 1.44 1.32
H -5.78 0.90 2.92
H -5.94 -0.27 1.64
H -3.42 1.49 2.02
H -2.17 -0.61 2.74
H -3.82 -1.39 2.54
H -2.38 -1.61 5.10
H -3.95 -2.10 4.97
H -3.58 -0.87 6.20
H -3.98 0.71 -0.03
H -2.57 0.37 0.35
C 0.75 0.38 1.84
C 0.11 -0.57 0.90
C 0.05 -0.16 -0.60
O -0.89 0.86 -0.84
C -0.40 2.23 -0.75
N 0.84 -1.84 1.06
H 1.15 -0.02 2.77
H 0.16 1.20 2.25
H 1.54 0.97 1.37
H -0.94 -0.62 1.18
H -0.36 -0.88 -1.30
H 1.02 0.18 -0.96
H 0.39 2.23 -0.01
H -1.19 2.84 -0.33
H 0.10 2.63 -1.63
H 0.27 -2.57 0.67
H 1.07 -2.18 1.99
C 4.26 -2.51 3.12
C 3.68 -3.92 3.34
C 2.41 -3.82 4.24
O 1.50 -2.93 3.57
C 0.22 -2.99 4.17
N 3.33 -4.53 2.05
H 5.25 -2.51 2.67
H 4.29 -2.13 4.14
H 3.54 -1.86 2.62
H 4.47 -4.49 3.82
H 2.60 -3.40 5.23
H 2.01 -4.82 4.44
H -0.47 -2.23 3.80
H 0.26 -2.92 5.26
H -0.21 -3.96 3.93
H 2.79 -5.36 2.25
H 2.87 -3.87 1.44
C -0.84 -3.63 -3.09
C -2.40 -3.74 -3.02
O -2.84 -2.49 -2.60
O -0.20 -4.94 -3.03
H -0.46 -3.09 -2.22
H -0.66 -2.98 -3.94
H -2.69 -4.56 -2.36
H -2.82 -3.94 -4.01
H -3.29 -2.64 -1.76
H 0.73 -4.78 -2.86
C -1.34 0.24 -4.64
C -1.79 1.58 -5.24
O -3.17 1.71 -5.36
O -2.23 -0.84 -4.98
H -1.44 0.35 -3.56
H -0.27 0.07 -4.78
H -1.50 1.67 -6.29
H -1.38 2.46 -4.73
H -3.55 1.45 -4.52
H -2.11 -1.59 -4.39
*
```

***

A 2-piece molecular cluster, C2H5BrSi overall, computed with ωB97M-V with the def2-TZVPD basis set.

The calculation puts the calculated total energy at -2942.56188 a.u. Its HOMO-LUMO gap is 7.91 eV. The HOMO energy is -0.328 Ha. The calculation puts the energy above the lowest of the compared OMol25 structures with the same formula, charge and spin at 92.63 kcal per mole.

The geometry in ORCA input format:
```
! wB97M-V def2-TZVPD RIJCOSX def2/J DEFGRID3
* xyz 0 1
C -1.17 -0.74 -1.87
C -0.58 -0.01 -0.96
Si 1.76 0.54 3.30
Br -1.56 1.03 0.38
H -2.27 -0.62 -1.98
H -0.53 -1.37 -2.55
H 2.86 1.00 2.55
H 0.52 -0.20 -0.82
H 0.98 0.37 1.96
*
```

***

A 2-piece molecular cluster, BH4NO overall, computed with ωB97M-V with the def2-TZVPD basis set.

The calculation puts the calculated total energy at -157.17720 a.u. Its HOMO-LUMO gap (alpha / beta) is 8.35 / 8.35 eV. The HOMO energy (alpha / beta) is -0.295 / -0.295 Ha. The calculation puts the energy above the lowest of the compared OMol25 structures with the same formula, charge and spin at 89.42 kcal per mole.

The geometry in ORCA input format:
```
! wB97M-V def2-TZVPD RIJCOSX def2/J DEFGRID3
* xyz 0 1
B -0.37 -0.22 -0.09
N 0.87 -0.83 0.05
O -1.65 -0.59 0.07
H 0.29 2.12 -0.15
H 1.65 -0.17 -0.32
H 1.17 -1.83 -0.11
H -2.42 0.06 0.23
*
```

***

A 2-piece molecular cluster, C9H18 overall, computed with ωB97M-V with the def2-TZVPD basis set.

The calculation puts the calculated total energy at -353.63883 a.u. Its HOMO-LUMO gap is 9.63 eV. Its SMILES is C=C(C)C(C)C.C=CC. The HOMO energy is -0.318 Ha. The calculation puts the energy above the lowest of the compared OMol25 structures with the same formula, charge and spin at 35.87 kcal per mole.

The geometry in ORCA input format:
```
! wB97M-V def2-TZVPD RIJCOSX def2/J DEFGRID3
* xyz 0 1
C -2.11 -0.35 0.24
C -2.25 -0.74 -1.05
C -2.62 0.96 0.76
C 1.03 1.87 0.08
C 0.76 0.40 -0.21
C 0.69 0.10 -1.68
H -2.05 -1.13 1.00
H -0.13 -0.67 -1.81
H -3.60 0.85 1.22
H -2.62 -0.05 -1.79
H -2.27 -1.79 -1.32
H -2.69 1.70 -0.04
H -1.94 1.36 1.52
H 0.89 2.10 1.13
H 2.04 2.14 -0.21
H 0.34 2.49 -0.50
H 0.32 0.94 -2.26
H 1.66 -0.19 -2.09
C 1.35 -2.03 0.28
C 1.59 -0.57 0.58
C 2.46 -0.21 1.52
H -0.37 0.17 0.15
H 1.82 -2.32 -0.66
H 1.76 -2.66 1.07
H 0.28 -2.24 0.20
H 2.68 0.82 1.76
H 2.99 -0.95 2.10
*
```

***

C27H20Br2Cl4F3N3O7SV as an isolated structure, computed with ωB97M-V with the def2-TZVPD basis set.

The calculation puts the calculated total energy at -10362.72192 a.u. Its HOMO-LUMO gap (alpha / beta) is 6.61 / 6.97 eV. The HOMO energy (alpha / beta) is -0.166 / -0.183 Ha. The calculation puts the energy above the lowest of the compared OMol25 structures with the same formula, charge and spin at 26.00 kcal per mole.

The geometry in ORCA input format:
```
! wB97M-V def2-TZVPD RIJCOSX def2/J DEFGRID3
* xyz -1 3
V 0.44 0.15 -0.17
C 4.23 -2.34 1.95
C 3.03 -3.20 1.66
C 2.89 -4.48 2.25
C 1.80 -5.24 1.94
C 0.82 -4.74 1.07
C -0.33 -5.45 0.64
Br -0.64 -7.23 1.26
C -1.21 -4.90 -0.22
C -1.02 -3.58 -0.68
Br -2.28 -2.82 -1.87
C 0.04 -2.80 -0.28
O 0.17 -1.54 -0.64
C 1.02 -3.43 0.57
N 2.14 -2.71 0.85
H 4.87 -2.78 2.72
H 3.90 -1.36 2.29
H 4.82 -2.19 1.04
H 3.65 -4.85 2.93
H 1.69 -6.23 2.36
H -2.08 -5.45 -0.55
Cl -1.22 6.60 -1.23
C -0.98 4.89 -1.43
C -1.43 4.25 -2.56
Cl -2.26 5.13 -3.81
C -1.22 2.86 -2.72
Cl -1.75 2.01 -4.14
C -0.57 2.15 -1.74
O -0.27 0.85 -1.80
C -0.12 2.80 -0.57
O 0.48 2.00 0.31
C -0.31 4.16 -0.43
Cl 0.30 4.91 1.01
F -2.35 0.34 3.87
C -1.09 0.56 3.51
F -0.29 0.30 4.56
F -0.95 1.83 3.18
S -0.65 -0.54 2.13
O -1.48 -0.07 1.02
O -0.88 -1.86 2.62
O 0.78 -0.19 1.87
C 1.92 -4.16 -2.36
C 3.30 -3.62 -2.00
N 4.04 -3.06 -3.13
C 4.53 -3.97 -4.16
C 3.64 -4.05 -5.39
C 4.42 -1.76 -3.23
O 5.09 -1.33 -4.16
C 4.00 -0.83 -2.14
C 4.97 -0.14 -1.43
C 4.58 0.73 -0.43
C 3.23 0.85 -0.14
N 2.30 0.18 -0.83
C 2.68 -0.61 -1.83
H 1.36 -4.40 -1.45
H 1.98 -5.07 -2.96
H 1.35 -3.42 -2.93
H 3.91 -4.43 -1.58
H 3.20 -2.86 -1.23
H 4.65 -4.95 -3.70
H 5.51 -3.62 -4.47
H 2.64 -4.43 -5.14
H 4.08 -4.72 -6.13
H 3.53 -3.06 -5.84
H 6.02 -0.28 -1.67
H 5.30 1.31 0.14
H 2.86 1.50 0.65
H 1.88 -1.08 -2.39
*
```

***

C26H27BN5O2Pt as an isolated structure, computed with ωB97M-V with the def2-TZVPD basis set.

The calculation puts the calculated total energy at -1575.41091 a.u. Its HOMO-LUMO gap (alpha / beta) is 5.76 / 6.91 eV. The HOMO energy (alpha / beta) is -0.121 / -0.176 Ha. The calculation puts the energy above the lowest of the compared OMol25 structures with the same formula, charge and spin at 6.21 kcal per mole.

The geometry in ORCA input format:
```
! wB97M-V def2-TZVPD RIJCOSX def2/J DEFGRID3
* xyz -1 3
Pt 0.94 1.70 -0.37
B 3.46 4.41 -0.06
N 3.85 2.93 0.02
C 5.09 2.48 -0.21
C 5.12 1.12 0.02
C 3.83 0.81 0.42
N 3.08 1.92 0.42
N 1.92 4.64 -0.07
C 1.40 5.86 0.12
C 0.04 5.79 -0.07
C -0.20 4.46 -0.37
N 0.95 3.79 -0.37
H 3.89 4.99 0.91
H 3.90 4.86 -1.08
H 5.87 3.14 -0.54
H 5.95 0.45 -0.08
H 3.40 -0.13 0.69
H 2.03 6.70 0.35
H -0.68 6.59 0.01
H -1.13 3.98 -0.59
O -2.72 0.17 2.19
C -2.63 0.78 1.17
O -1.62 1.57 0.86
C -3.75 0.74 0.09
N -3.50 1.79 -0.89
C -4.49 2.85 -0.71
C -5.12 2.58 0.66
C -5.10 1.06 0.74
H -3.72 -0.26 -0.36
H -3.48 1.44 -1.84
H -1.76 1.92 -0.05
H -5.26 2.83 -1.50
H -4.01 3.83 -0.75
H -6.12 3.01 0.73
H -4.51 3.01 1.45
H -5.91 0.62 0.15
H -5.15 0.68 1.75
C 0.72 -0.24 -0.46
C 0.68 -1.47 -0.37
C 0.64 -2.86 -0.28
C -0.64 -3.53 -0.23
C -1.78 -2.89 0.28
C -2.98 -3.56 0.38
C -3.10 -4.87 -0.05
C -2.00 -5.50 -0.63
C -0.79 -4.84 -0.72
C 1.90 -3.56 -0.18
C 3.08 -2.96 -0.67
C 4.30 -3.59 -0.55
C 4.40 -4.83 0.07
C 3.26 -5.41 0.60
C 2.03 -4.80 0.47
H -1.70 -1.87 0.64
H -3.84 -3.06 0.82
H -4.04 -5.40 0.06
H -2.10 -6.51 -1.00
H 0.05 -5.33 -1.19
H 3.00 -2.00 -1.14
H 5.19 -3.10 -0.93
H 5.36 -5.32 0.16
H 3.34 -6.36 1.13
H 1.16 -5.26 0.92
*
```

***

A 2-piece molecular cluster, C4H9NO2 overall, computed with ωB97M-V with the def2-TZVPD basis set.

The calculation puts the calculated total energy at -362.94857 a.u. Its HOMO-LUMO gap is 9.96 eV. Its SMILES is [H]/N=C\COC.C=O. The HOMO energy is -0.339 Ha. The calculation puts the energy above the lowest of the compared OMol25 structures with the same formula, charge and spin at 85.95 kcal per mole.

The geometry in ORCA input format:
```
! wB97M-V def2-TZVPD RIJCOSX def2/J DEFGRID3
* xyz 0 1
C 1.19 -2.30 0.85
O 0.54 -1.06 0.82
C 0.89 -0.33 -0.32
C -0.24 0.52 -0.75
N -1.44 0.41 -0.36
C -1.60 2.57 -0.11
O -2.05 2.97 -1.16
H 0.84 -2.93 0.02
H 2.28 -2.18 0.77
H 0.95 -2.78 1.80
H 1.04 -1.00 -1.18
H 1.83 0.23 -0.17
H -0.02 1.26 -1.53
H -0.50 2.55 0.10
H -1.54 -0.22 0.43
H -2.18 2.30 0.79
*
```

***

A 9-piece molecular cluster, C28H71N2O12P overall, computed with ωB97M-V with the def2-TZVPD basis set.

The calculation puts the calculated total energy at -2463.08240 a.u. Its HOMO-LUMO gap is 7.90 eV. Its SMILES is CCCCCCCCCCO[P@](=O)(OCCCCn1cccc1)ONCC.CO.CO.CO.CO.CO.CO.CO.CO. The HOMO energy is -0.274 Ha.

The geometry in ORCA input format:
```
! wB97M-V def2-TZVPD RIJCOSX def2/J DEFGRID3
* xyz 0 1
C 6.12 1.72 3.85
C 4.69 2.24 3.70
C 4.12 2.18 2.27
C 4.44 0.91 1.46
C 3.20 0.11 1.02
C 3.36 -1.42 1.18
C 2.15 -2.10 1.85
C 1.11 -2.46 0.79
C -0.30 -2.67 1.37
C -1.34 -2.34 0.33
O -1.29 -0.94 -0.04
P -1.86 0.09 1.00
O -2.68 -0.48 2.07
O -2.67 1.09 0.07
C -2.47 2.51 0.18
C -3.26 3.15 1.31
C -4.72 3.44 0.95
C -5.57 2.18 0.92
N -5.95 1.72 2.25
C -6.14 0.39 2.51
C -6.53 0.25 3.84
C -6.55 1.55 4.39
C -6.18 2.44 3.40
O -0.51 0.78 1.53
N -0.78 1.61 2.66
C -0.55 0.93 3.93
C 0.88 0.99 4.45
H 6.77 2.04 3.04
H 6.11 0.63 3.81
H 6.53 1.97 4.82
H 4.70 3.29 3.99
H 4.02 1.76 4.41
H 3.04 2.22 2.38
H 4.38 3.09 1.73
H 4.95 1.23 0.55
H 5.11 0.23 1.98
H 2.30 0.44 1.52
H 3.02 0.28 -0.04
H 3.53 -1.84 0.19
H 4.25 -1.67 1.76
H 2.51 -2.98 2.39
H 1.73 -1.39 2.57
H 1.13 -1.67 0.05
H 1.41 -3.39 0.31
H -0.39 -3.72 1.64
H -0.46 -2.10 2.29
H -1.10 -2.90 -0.57
H -2.35 -2.62 0.62
H -1.42 2.77 0.26
H -2.81 2.93 -0.76
H -3.25 2.48 2.17
H -2.78 4.06 1.65
H -5.17 4.14 1.65
H -4.78 3.94 -0.02
H -6.49 2.40 0.37
H -5.10 1.37 0.38
H -6.03 -0.39 1.79
H -6.77 -0.68 4.31
H -6.82 1.78 5.41
H -6.07 3.50 3.45
H -0.27 2.47 2.55
H -0.87 -0.09 3.79
H -1.22 1.40 4.65
H 1.15 2.02 4.68
H 1.59 0.58 3.73
H 0.96 0.40 5.36
C 2.86 1.09 -3.45
O 3.84 1.62 -2.56
H 2.38 0.24 -2.96
H 2.10 1.84 -3.68
H 3.33 0.75 -4.37
H 4.24 2.37 -3.02
C 5.38 1.97 -6.37
O 5.21 2.23 -4.98
H 4.62 2.53 -6.91
H 6.37 2.30 -6.71
H 5.26 0.91 -6.59
H 5.89 1.73 -4.51
C 1.18 -4.00 -3.19
O 2.18 -3.47 -2.31
H 0.74 -4.87 -2.70
H 0.40 -3.26 -3.38
H 1.62 -4.32 -4.13
H 2.56 -2.70 -2.75
C 8.10 2.57 -2.42
O 7.51 1.30 -2.71
H 8.93 2.71 -3.10
H 7.38 3.37 -2.55
H 8.47 2.59 -1.39
H 6.78 1.17 -2.11
C -7.21 -3.14 6.04
O -8.07 -2.92 4.93
H -6.19 -3.09 5.68
H -7.35 -2.37 6.81
H -7.39 -4.12 6.49
H -8.97 -2.95 5.24
C -1.64 -4.75 -5.65
O -0.24 -4.52 -5.82
H -1.81 -5.03 -4.61
H -2.21 -3.84 -5.87
H -1.99 -5.55 -6.30
H -0.10 -4.27 -6.73
C -1.60 6.10 -0.70
O -0.77 5.83 0.43
H -2.46 5.43 -0.64
H -1.95 7.13 -0.69
H -1.06 5.91 -1.63
H -0.01 6.42 0.38
C -3.65 -8.08 -7.55
O -3.55 -6.71 -7.94
H -3.30 -8.16 -6.53
H -4.68 -8.44 -7.60
H -3.02 -8.71 -8.19
H -3.86 -6.64 -8.84
*
```